Entry from the OMol25 dataset: a 2-piece molecular cluster, C4H8BrI overall in a non-equilibrium geometry (wB97M-V/def2-TZVPD).

For the LUMO energy, the calculation gives 0.354 eV. The orbital gap comes out at 9.68 eV. The molecular weight comes out at 262.92 g mol⁻¹. The SMILES is C/C=C\I.CBr.

```
14
C4H8BrI | the OMol25 dataset | wB97M-V/def2-TZVPD
C -0.53 1.75 0.06
C 1.70 -1.43 -0.73
C -1.14 0.89 1.02
C -1.65 -0.29 0.87
Br 3.60 -1.69 -1.17
I -1.92 -1.29 -1.05
H -0.91 1.43 -0.95
H 0.56 1.66 0.13
H -0.95 2.77 0.24
H 1.40 -0.82 -1.65
H 1.26 -2.45 -0.62
H 1.61 -0.89 0.09
H -0.91 1.17 2.03
H -2.13 -0.81 1.75
```

Löwdin atomic charge list, values in e, 2 entries: number 1, C, carries -0.136; number 2, C, carries -0.554

---

Entry from the OMol25 dataset: the molecule C2HF3N2O in a non-equilibrium geometry (wB97M-V/def2-TZVPD).

For the LUMO energy, the calculation gives 0.227 eV. The orbital gap comes out at 11.02 eV. The molecular weight comes out at 126.04 g mol⁻¹. The SMILES is FC1=NN(F)O[C@@H]1F.

```
9
C2HF3N2O | the OMol25 dataset | wB97M-V/def2-TZVPD
C -0.69 0.67 0.20
C 0.60 0.45 -0.61
N -0.94 -0.35 0.90
N 0.01 -1.29 0.82
O 0.96 -0.83 -0.25
F -1.34 1.75 0.14
F 1.52 1.36 -0.06
F -0.62 -2.46 0.44
H 0.51 0.68 -1.58
```

Löwdin atomic charge list, values in e, 2 entries: number 1, C, carries -0.295; number 2, C, carries -0.240

---

Entry from the OMol25 dataset: a 2-piece molecular cluster, CH4OS3 overall in a non-equilibrium geometry (wB97M-V/def2-TZVPD).

For the LUMO energy (spin up / spin down), the calculation gives -3.380 / -1.062 eV. The orbital gap (spin up / spin down) comes out at 5.66 / 8.43 eV. The molecular weight comes out at 128.24 g mol⁻¹.

```
9
CH4OS3 | the OMol25 dataset | wB97M-V/def2-TZVPD
C 2.11 0.10 0.52
O -3.10 -0.48 -0.14
S -0.99 1.66 0.15
S -0.45 -1.51 0.14
S -1.74 -0.10 -0.45
H 3.04 -0.44 0.30
H 1.53 -0.12 1.44
H 1.47 0.81 -0.11
H -1.87 0.08 -1.84
```

Löwdin atomic charge list, values in e, 2 entries: number 1, C, carries 0.081; number 2, O, carries -0.513

---

Entry from the OMol25 dataset: the molecule C14H10O4S in a non-equilibrium geometry (wB97M-V/def2-TZVPD).

For the LUMO energy, the calculation gives -1.441 eV. The orbital gap comes out at 7.54 eV. The molecular weight comes out at 274.30 g mol⁻¹. The SMILES is O=C1OC(=O)c2ccc(SCCO)c3cccc1c23.

```
29
C14H10O4S | the OMol25 dataset | wB97M-V/def2-TZVPD
O 0.06 -3.23 3.88
O -2.62 -3.65 0.30
O -1.30 -3.60 2.13
O -0.79 3.29 -3.42
S 1.23 1.30 -2.05
C -0.32 -2.93 2.75
C -1.68 -3.17 0.90
C 2.01 0.02 2.19
C -0.74 -0.59 -1.77
C 1.38 -1.07 2.80
C -1.44 -1.60 -1.09
C 1.66 0.42 0.90
C 0.30 0.10 -1.13
C 0.36 -1.75 2.13
C -1.04 -2.03 0.22
C 0.64 -0.24 0.23
C -0.03 -1.32 0.85
C -0.79 3.29 -1.97
C 0.63 2.95 -1.40
H -0.32 2.51 -3.82
H 2.83 0.50 2.73
H -0.99 -0.36 -2.80
H 1.68 -1.42 3.77
H -2.24 -2.11 -1.61
H 2.19 1.25 0.47
H -1.48 2.55 -1.59
H -1.13 4.26 -1.61
H 0.58 2.88 -0.32
H 1.37 3.75 -1.66
```

Löwdin atomic charge list, values in e, 2 entries: number 1, O, carries 0.124; number 2, O, carries 0.143

---

Entry from the OMol25 dataset: C4H8LiO2 as an isolated structure in a non-equilibrium geometry (wB97M-V/def2-TZVPD).

For the LUMO energy, the calculation gives 2.920 eV. The orbital gap comes out at 5.57 eV. As for the total charge: -1. The molecular weight comes out at 95.05 g mol⁻¹.

```
15
C4H8LiO2 | the OMol25 dataset | wB97M-V/def2-TZVPD
C 2.58 -0.08 -0.24
O 2.52 1.30 -0.25
C 1.22 -0.72 0.09
O 0.21 -0.24 -0.74
Li 0.79 1.54 -0.85
H 3.33 -0.48 0.50
H 2.91 -0.49 -1.23
H 1.00 -0.50 1.16
H 1.34 -1.83 0.02
C -2.43 -0.37 0.06
C -2.72 0.91 0.41
H -2.18 -1.12 0.82
H -2.70 -0.75 -0.93
H -2.65 1.23 1.46
H -3.23 1.58 -0.29
```

Löwdin atomic charge list, values in e, 2 entries: number 1, C, carries -0.512; number 2, O, carries -0.467

---

Entry from the OMol25 dataset: a 6-piece molecular cluster, C32H60BNO13 overall (wB97M-V/def2-TZVPD).

For the LUMO energy, the calculation gives 0.385 eV. The orbital gap comes out at 8.39 eV. The molecular weight comes out at 677.64 g mol⁻¹. The SMILES is OB(O)CCOCCNCCc1ccccc1.CCOC(C)=O.CCOC(C)=O.CCOC(C)=O.CCOC(C)=O.CCOC(C)=O.

```
107
C32H60BNO13 | the OMol25 dataset | wB97M-V/def2-TZVPD
O -4.58 4.36 1.09
B -4.77 4.59 -0.26
O -5.38 5.78 -0.60
C -4.28 3.61 -1.40
C -2.77 3.36 -1.37
O -2.30 2.58 -2.45
C -2.74 1.24 -2.46
C -2.09 0.35 -1.38
N -3.00 -0.71 -0.99
C -4.12 -0.29 -0.15
C -4.03 -0.89 1.25
C -2.88 -0.39 2.09
C -2.16 -1.26 2.91
C -1.08 -0.83 3.66
C -0.69 0.51 3.61
C -1.40 1.40 2.81
C -2.48 0.95 2.07
H -5.24 3.76 1.46
H -5.82 5.70 -1.46
H -4.83 2.67 -1.30
H -4.53 4.03 -2.39
H -2.29 4.33 -1.49
H -2.45 2.96 -0.40
H -2.46 0.84 -3.43
H -3.83 1.14 -2.39
H -1.21 -0.11 -1.82
H -1.72 0.96 -0.54
H -2.48 -1.44 -0.52
H -4.22 0.80 -0.12
H -5.06 -0.66 -0.59
H -3.93 -1.98 1.14
H -4.98 -0.74 1.79
H -2.45 -2.31 2.95
H -0.53 -1.53 4.27
H 0.17 0.85 4.17
H -1.12 2.44 2.75
H -3.03 1.66 1.47
O -0.42 -1.47 0.22
C 0.63 -2.01 -0.01
O 0.63 -3.05 -0.87
C 1.84 -3.64 -1.35
C 2.38 -4.70 -0.41
C 1.91 -1.62 0.67
H 2.58 -2.88 -1.56
H 1.56 -4.10 -2.31
H 2.65 -4.27 0.55
H 3.26 -5.17 -0.84
H 1.62 -5.46 -0.23
H 1.97 -2.14 1.63
H 1.86 -0.55 0.88
H 2.80 -1.82 0.09
O 3.00 7.47 0.99
C 1.83 7.54 0.74
O 0.94 7.05 1.63
C -0.47 7.24 1.51
C -1.12 6.20 0.63
C 1.32 8.09 -0.58
H -0.69 8.26 1.18
H -0.85 7.16 2.53
H -0.75 6.25 -0.40
H -2.20 6.34 0.61
H -0.91 5.20 1.00
H 1.33 7.29 -1.32
H 2.02 8.87 -0.90
H 0.33 8.52 -0.54
O 1.34 -2.68 4.47
C 1.61 -3.63 5.16
O 0.80 -4.70 5.12
C 1.12 -5.94 5.76
C 0.70 -5.96 7.22
C 2.78 -3.61 6.11
H 2.17 -6.18 5.64
H 0.56 -6.69 5.20
H 1.23 -5.21 7.80
H 0.89 -6.94 7.65
H -0.37 -5.74 7.30
H 2.46 -3.14 7.05
H 3.56 -2.99 5.67
H 3.20 -4.59 6.33
O 4.89 -2.22 0.05
C 5.78 -1.56 -0.44
O 6.93 -1.45 0.24
C 8.11 -0.84 -0.32
C 8.11 0.66 -0.14
C 5.59 -0.81 -1.73
H 8.23 -1.13 -1.37
H 8.93 -1.29 0.23
H 7.29 1.14 -0.67
H 9.05 1.08 -0.52
H 8.02 0.91 0.92
H 5.13 0.15 -1.51
H 4.91 -1.38 -2.36
H 6.50 -0.65 -2.30
O -0.50 -4.04 -6.17
C -1.43 -3.27 -6.18
O -2.32 -3.36 -7.19
C -3.55 -2.63 -7.20
C -3.39 -1.24 -7.76
C -1.58 -2.18 -5.15
H -4.00 -2.62 -6.20
H -4.21 -3.22 -7.83
H -2.72 -0.63 -7.15
H -4.36 -0.74 -7.81
H -2.97 -1.29 -8.76
H -0.99 -1.32 -5.47
H -1.17 -2.55 -4.21
H -2.60 -1.87 -4.97
```

Löwdin atomic charge list, values in e, 2 entries: number 1, O, carries 0.138; number 2, B, carries -0.648

---

Entry from the OMol25 dataset: a 2-piece molecular cluster, C14H29Cl2S overall (wB97M-V/def2-TZVPD).

For the LUMO energy, the calculation gives 2.610 eV. The orbital gap comes out at 3.90 eV. As for the total charge: -1. The molecular weight comes out at 300.36 g mol⁻¹.

```
46
C14H29Cl2S | the OMol25 dataset | wB97M-V/def2-TZVPD
C 1.90 0.18 1.66
C 2.96 1.22 1.28
C 2.98 1.51 -0.22
C 1.76 2.31 -0.69
C 1.24 1.97 -2.09
C 0.78 0.52 -2.34
C -0.72 0.26 -2.24
C -0.97 -1.22 -2.49
C -0.47 -2.24 -1.42
C -1.54 -2.73 -0.43
C -1.23 0.68 -0.89
S -3.06 0.64 -0.82
C -3.31 1.11 0.92
C -4.49 2.06 1.08
H 1.47 -0.28 0.76
H 2.31 -0.63 2.27
H 1.06 0.61 2.22
H 3.95 0.90 1.61
H 2.76 2.16 1.82
H 3.91 2.03 -0.49
H 3.00 0.55 -0.75
H 2.03 3.38 -0.68
H 0.95 2.20 0.04
H 2.02 2.25 -2.81
H 0.38 2.61 -2.32
H 1.38 -0.15 -1.67
H 1.10 0.23 -3.35
H -2.04 -1.42 -2.67
H -0.47 -1.48 -3.44
H -0.02 -3.11 -1.91
H 0.34 -1.77 -0.85
H -2.54 -2.63 -0.86
H -1.40 -3.78 -0.16
H -1.55 -2.15 0.50
H -0.88 0.07 -0.02
H -0.96 1.72 -0.67
H -2.39 1.59 1.26
H -3.46 0.22 1.54
H -5.42 1.58 0.78
H -4.36 2.94 0.44
H -4.59 2.39 2.12
C 1.62 -3.36 3.19
Cl 0.42 -3.26 1.91
Cl 1.31 -2.20 4.50
H 1.60 -4.35 3.62
H 2.60 -3.13 2.77
```

Löwdin atomic charge list, values in e, 2 entries: number 1, C, carries -0.113; number 2, C, carries -0.263